Record 1
A molecular structure, C38H30IrN10O4S4Se. Source: the Open Molecules 2025 dataset; level of theory: ωB97M-V/def2-TZVPD.

Last column: Mulliken spin population.
Atoms and positions in Å:
Ir  0.262  0.598  0.776  2.46
C  0.190  4.690  4.083  0.00
N  0.888  4.547  2.801  0.01
C  1.998  5.294  2.416  0.00
C  2.352  4.855  1.206  0.00
N  1.451  3.848  0.848  0.01
C  0.560  3.656  1.839  0.00
S  -0.747  2.554  1.950  0.18
C  1.557  3.193  -0.456  -0.05
C  1.913  3.990  -1.466  0.08
C  2.310  3.344  -2.697  -0.02
C  2.269  2.019  -2.835  0.04
C  1.715  1.166  -1.757  0.01
N  1.456  1.836  -0.482  0.07
H  0.615  5.546  4.601  0.00
H  0.318  3.794  4.685  0.00
H  -0.871  4.854  3.918  0.00
H  2.433  6.053  3.047  0.00
H  3.174  5.123  0.564  0.00
H  1.953  5.062  -1.340  0.01
H  2.707  3.955  -3.506  0.00
H  2.624  1.523  -3.728  0.00
H  2.300  0.268  -1.584  0.00
S  -1.223  -3.534  0.518  0.80
C  0.409  -3.651  0.801  0.11
C  0.987  -3.951  2.063  -0.01
C  2.338  -4.021  2.185  0.01
C  2.894  -4.264  3.512  0.01
N  3.265  -4.401  4.593  0.00
C  3.177  -3.835  1.038  0.06
C  2.655  -3.537  -0.193  -0.05
C  1.256  -3.426  -0.339  0.14
S  0.417  -3.096  -1.781  0.90
C  4.615  -4.021  1.174  -0.02
N  5.737  -4.259  1.253  0.04
H  0.353  -4.133  2.923  0.00
H  3.319  -3.398  -1.038  -0.01
N  -0.265  -5.065  9.670  0.00
C  -0.458  -4.502  8.684  0.00
C  -0.706  -3.781  7.441  0.00
C  -1.971  -3.267  7.182  0.00
C  -2.220  -2.579  6.006  0.00
C  -1.199  -2.411  5.089  0.00
C  0.065  -2.919  5.338  0.00
C  0.313  -3.604  6.513  0.00
N  -1.448  -1.717  3.856  0.00
C  -2.682  -1.383  3.302  0.01
C  -2.405  -0.753  2.138  0.02
N  -1.026  -0.714  1.959  0.00
C  -0.487  -1.268  3.014  0.01
H  -2.764  -3.403  7.905  0.00
H  -3.208  -2.173  5.824  0.00
H  0.873  -2.806  4.627  0.00
H  1.302  -4.007  6.694  0.00
H  -3.624  -1.647  3.756  0.00
H  -3.093  -0.361  1.398  0.00
H  0.578  -1.347  3.177  -0.02
C  -5.668  3.423  2.097  0.00
C  -5.331  2.769  0.772  0.00
C  -4.240  3.207  0.027  0.00
C  -3.918  2.627  -1.196  0.00
C  -4.719  1.598  -1.682  0.00
C  -5.827  1.148  -0.963  0.00
C  -6.118  1.734  0.259  0.00
S  -4.295  0.830  -3.207  0.00
O  -3.387  1.733  -3.845  0.00
O  -5.493  0.370  -3.845  0.00
N  -3.517  -0.542  -2.801  0.00
C  -2.070  -0.540  -2.484  -0.01
C  -1.126  -0.465  -3.678  -0.01
C  0.309  -0.181  -3.307  0.01
O  1.267  -0.623  -3.896  0.01
O  0.357  0.605  -2.219  0.01
H  -4.762  3.741  2.622  0.00
H  -6.225  2.746  2.749  0.00
H  -6.285  4.316  1.951  0.00
H  -3.626  4.019  0.405  0.00
H  -3.072  2.987  -1.778  0.00
H  -6.449  0.357  -1.367  0.00
H  -6.982  1.391  0.824  0.00
H  -3.848  -1.287  -3.407  0.00
H  -1.894  -1.445  -1.909  -0.01
H  -1.863  0.293  -1.818  0.04
H  -1.447  0.360  -4.315  0.00
H  -1.129  -1.377  -4.274  0.00
Se  4.890  -0.487  1.253  0.07
C  3.130  -0.503  1.397  0.06
N  1.956  -0.533  1.505  0.02

ΔE to the lowest compared entry with this formula, charge and spin, kcal/mol: 60.1
LUMO level (alpha / beta), eV: -0.72 / -3.24
Charge: 0
Multiplicity: 6

Record 2
2 unconnected molecules or ions with the total composition C6H14O. Source: the Open Molecules 2025 dataset; level of theory: ωB97M-V/def2-TZVPD.

Last column: natural (NBO) charge in e.
Atoms and positions in Å:
C  -0.022  1.778  -0.382  -0.66
C  0.557  0.394  -0.304  -0.21
C  0.756  -0.421  0.719  0.01
C  0.562  -0.055  2.176  -0.66
C  1.067  -1.937  0.816  -0.42
C  1.970  -2.434  -0.338  -0.61
H  -0.048  2.274  -1.349  0.23
H  0.788  2.441  -0.084  0.22
H  -0.912  1.932  0.196  0.22
H  0.678  0.129  -1.347  0.20
H  -0.332  -0.568  2.520  0.22
H  1.283  -0.496  2.948  0.21
H  0.651  0.999  2.440  0.22
H  1.530  -2.142  1.771  0.21
H  0.077  -2.440  0.745  0.21
H  1.499  -3.205  -0.880  0.20
H  2.194  -1.616  -1.011  0.21
H  2.927  -2.904  0.033  0.20
O  -4.679  2.661  -3.045  -0.93
H  -5.340  3.251  -3.413  0.46
H  -5.206  2.359  -2.214  0.46

ΔE to the lowest compared entry with this formula, charge and spin, kcal/mol: 52.5
LUMO level, eV: 0.87
Charge: 0
SMILES: C/C=C(\C)CC.O

Record 3
A molecular structure, C15H31Br2FINPTm. Source: the Open Molecules 2025 dataset; level of theory: ωB97M-V/def2-TZVPD.

Last column: natural (NBO) charge in e.
Atoms and positions in Å:
C  -4.117  -0.935  1.436  -0.59
C  -3.309  -0.608  0.162  -0.74
P  -1.504  -1.269  0.114  1.66
N  -1.470  -1.738  1.843  -1.19
F  -0.984  0.345  0.522  -0.69
I  -2.476  -3.573  -0.382  -0.28
C  0.324  -1.873  -0.087  -0.72
C  1.330  -1.429  0.999  -0.40
C  2.655  -0.956  0.383  -0.21
C  3.797  -0.879  1.419  -0.61
C  2.474  0.312  -0.436  -0.37
C  2.420  1.590  0.441  -0.48
C  1.128  2.310  0.248  -0.03
C  0.601  3.177  1.215  0.42
C  0.857  4.641  1.078  -0.69
C  -0.188  2.707  2.364  -0.72
C  -1.281  -0.769  -1.761  -0.49
Br  -2.643  0.540  -2.519  -0.08
C  -1.067  -1.883  -2.830  -0.30
C  -0.125  -1.337  -3.996  -0.64
Br  -2.713  -2.375  -3.840  0.08
H  -5.131  -0.596  1.194  0.20
H  -3.822  -0.344  2.286  0.21
H  -4.211  -1.989  1.628  0.23
H  -3.341  0.480  0.161  0.20
H  -3.928  -1.041  -0.618  0.21
H  -1.058  -2.633  2.029  0.39
H  -1.147  -1.024  2.467  0.37
H  0.770  -1.643  -1.065  0.17
H  0.274  -2.949  -0.034  0.25
H  1.584  -2.312  1.573  0.22
H  0.981  -0.680  1.697  0.20
H  2.945  -1.743  -0.309  0.21
H  4.690  -1.248  0.933  0.23
H  4.027  0.128  1.747  0.20
H  3.540  -1.509  2.258  0.23
H  3.271  0.377  -1.170  0.22
H  1.563  0.283  -1.028  0.18
H  3.184  2.274  0.073  0.27
H  2.579  1.398  1.495  0.25
H  0.577  2.205  -0.673  0.24
H  0.327  5.152  1.863  0.25
H  1.935  4.762  1.137  0.28
H  0.483  4.948  0.102  0.27
H  0.401  2.144  3.087  0.29
H  -0.592  3.568  2.879  0.25
H  -1.033  2.128  2.003  0.30
H  -0.380  -0.171  -1.791  0.19
H  -0.539  -2.754  -2.481  0.29
H  0.556  -0.553  -3.666  0.23
H  0.497  -2.156  -4.333  0.29
H  -0.695  -1.046  -4.901  0.09
Tm  -2.015  0.545  -4.916  1.64

ΔE to the lowest compared entry with this formula, charge and spin, kcal/mol: 35.1
LUMO level (alpha / beta), eV: -7.84 / -7.80
Charge: +2
Multiplicity: 3

Record 4
A molecular structure, C9H7AgCl3N7O5Si. Source: the Open Molecules 2025 dataset; level of theory: ωB97M-V/def2-TZVPD.

Last column: Mulliken charge in e.
Atoms and positions in Å:
Ag  -0.485  -0.457  -0.402  0.56
O  4.623  0.409  3.569  -0.56
C  3.559  0.201  2.724  1.13
C  3.742  -0.087  1.385  -0.27
C  2.623  -0.283  0.588  -0.29
N  1.384  -0.194  1.075  0.06
C  1.214  0.069  2.374  0.17
C  2.279  0.270  3.240  -0.44
C  -0.224  0.132  2.929  0.11
O  -0.312  0.021  4.186  -0.91
O  -1.140  0.271  2.109  -0.56
C  2.855  -0.625  -0.905  0.14
O  4.039  -0.804  -1.234  -0.77
O  1.827  -0.670  -1.623  -0.66
H  5.426  0.334  3.042  0.27
H  4.716  -0.178  0.920  0.43
H  2.082  0.466  4.283  0.50
N  -1.486  -2.350  4.574  -0.88
N  -1.767  -2.453  3.213  1.14
N  -2.937  -2.135  2.712  -0.77
C  -2.689  -2.227  1.413  0.04
N  -1.422  -2.585  1.161  -0.17
N  -0.844  -2.724  2.327  -0.64
H  -1.185  -1.358  4.668  0.47
H  -0.625  -2.880  4.679  0.32
H  -3.404  -1.987  0.646  0.47
Cl  -3.491  2.204  -1.408  -0.40
Si  -1.416  1.611  -1.558  0.34
Cl  -1.252  1.562  -3.722  -0.40
Cl  -0.473  3.516  -1.193  -0.39
N  -0.042  -1.847  -2.961  -0.34
C  -0.908  -1.837  -2.174  -0.13
H  0.890  -1.406  -3.001  0.44

LUMO level, eV: 4.49
Charge: -2

Let's list max |F| in order: 0.02551; 0.06180; 0.05919; 0.01646 hartree/bohr.